(1)
{"formula": "C3H9O2", "method": "ωB97M-V/def2-TZVPD", "homo_ha": -0.120, "total_charge": -1, "lumo_ev": 4.4, "gap_ev": 7.709, "species": ["H", "C", "C", "H", "O", "H", "H", "H", "H", "C", "H", "H", "O", "H"], "xyz": [[0.47712, -2.20691, -0.82170], [0.40390, -0.23978, -1.14067], [0.83931, -1.65361, -1.68069], [0.91298, 0.30367, -1.95318], [-0.24840, 0.53292, 1.27012], [0.47672, 2.43633, 2.11493], [0.48333, 0.89880, 2.99491], [2.01086, -1.64909, -1.56927], [0.52139, -2.08882, -2.58986], [-0.09996, 1.46074, 2.25375], [-0.93041, 0.18235, 0.02274], [-1.14244, 1.96702, 2.67704], [-1.05898, -0.17494, -0.95411], [0.79000, -0.11130, 0.00196]], "forces_ev_per_a": [[0.03, -1.24, -0.21], [-0.02, -1.91, 0.20], [2.11, 0.72, 3.76], [-0.86, 1.70, 0.57], [-0.37, 1.01, 0.44], [-0.07, -0.74, -0.74], [-0.33, 0.69, 1.21], [-1.98, -0.23, -0.56], [-0.53, 0.10, -1.14], [-1.28, 0.50, 0.48], [-0.97, 0.11, -0.58], [1.81, -1.40, -0.38], [2.61, 0.61, 0.08], [-0.16, 0.06, -3.13]], "mulliken_charge": [0.25, -0.10, -1.05, 0.22, -0.79, 0.20, 0.19, 0.22, 0.34, -0.67, 0.50, 0.11, -0.67, 0.25]}


(2)
{"formula": "C3H9O2", "method": "ωB97M-V/def2-TZVPD", "homo_ha": -0.090, "total_charge": -1, "lumo_ev": 3.7, "gap_ev": 6.174, "species": ["H", "O", "H", "H", "H", "O", "C", "C", "H", "C", "H", "H", "H", "H"], "xyz": [[0.56883, -0.93901, 1.22027], [2.18029, 3.18146, -0.06961], [1.58930, 2.40995, -0.11701], [0.73306, -1.66781, -1.18595], [-0.18434, 1.01278, -0.01898], [-2.14689, 0.31001, -0.21751], [-0.23927, -1.79957, -0.67815], [-0.36300, -1.04325, 0.66670], [-1.15363, -1.56674, 1.23939], [-0.98606, 0.35918, 0.45511], [2.57556, 3.18064, -0.94278], [-0.49757, -2.85919, -0.59519], [-1.04170, 0.74257, 1.52316], [-1.03458, -1.32102, -1.27944]], "forces_ev_per_a": [[0.20, -0.31, 0.23], [-0.16, -0.40, -0.09], [-0.09, 0.21, 0.29], [-0.28, -0.11, 0.24], [0.08, 0.03, -0.11], [0.47, 0.31, 0.24], [-0.29, 0.68, 0.05], [-0.68, -0.41, -0.66], [0.61, 0.09, 0.13], [-0.48, -0.17, 0.23], [0.15, 0.13, -0.15], [0.31, -0.02, -0.01], [-0.11, 0.22, -0.34], [0.27, -0.26, -0.03]], "mulliken_charge": [0.38, -0.71, 0.38, 0.24, -0.28, -0.88, -0.96, -0.43, 0.18, 0.00, 0.30, 0.27, 0.22, 0.28]}


(3)
{"formula": "C3H9O2P", "method": "ωB97M-V/def2-TZVPD", "homo_ha": -0.315, "lumo_ev": 0.5, "smiles": "C=P(C)(C)OO", "gap_ev": 9.061, "species": ["C", "P", "C", "C", "H", "O", "H", "H", "H", "H", "H", "H", "H", "O", "H"], "xyz": [[-1.06837, 1.64189, -0.29583], [-0.03555, -0.06961, -0.21074], [0.68067, -1.16539, -1.42437], [-0.56609, -0.81294, 1.38255], [2.09084, -0.55278, -0.39401], [2.46675, 0.01250, 0.31991], [-0.23496, -1.87613, 1.47671], [0.02656, -1.92360, -1.78609], [-0.21311, -0.49000, 2.27401], [-1.63454, -0.83435, 1.53699], [-1.72730, 1.53078, 0.54916], [-1.61942, 1.72435, -1.17404], [-0.56351, 2.52107, -0.25463], [1.33658, 0.90157, 0.22077], [1.06145, -0.60735, -2.22038]], "forces_ev_per_a": [[-0.36, -4.41, 0.79], [1.93, 2.93, 0.25], [-1.86, 1.15, 2.80], [-0.99, -3.11, -2.53], [1.29, -1.32, -0.12], [-0.37, 0.31, -0.09], [-0.29, 0.53, -0.78], [-0.34, -0.90, 0.14], [1.71, 2.29, 2.28], [-0.52, 0.07, -0.48], [-0.40, 0.22, 0.26], [-1.23, -0.41, -1.61], [2.35, 2.16, 0.58], [-1.47, -0.67, -0.16], [0.55, 1.17, -1.35]], "mulliken_charge": [-1.21, 1.16, -1.31, -1.32, 0.42, -0.36, 0.34, 0.33, 0.46, 0.41, 0.34, 0.38, 0.38, -0.36, 0.34]}


(4)
{"formula": "C3H9O2P", "method": "ωB97M-V/def2-TZVPD", "homo_ha": [-0.342, -0.342], "lumo_ev": [0.4, 0.4], "gap_ev": [9.716, 9.693], "species": ["H", "H", "O", "H", "H", "C", "C", "O", "H", "H", "P", "H", "H", "C", "H"], "xyz": [[0.24089, 1.96322, 0.75998], [-1.70623, 1.11674, -1.09243], [1.60835, -0.32173, -0.57511], [-0.29526, 1.35433, -2.15964], [1.09101, 0.76519, 1.81530], [0.16611, 1.05688, 1.24023], [-0.83888, 0.64229, -1.55154], [3.26127, 0.20384, 0.08404], [-0.58355, 0.96498, 2.01088], [-1.49777, -1.73637, 0.46957], [0.16425, -0.06094, -0.21521], [0.08845, -1.61076, 1.40498], [-0.13267, -2.47913, -0.35153], [-0.41625, -1.66054, 0.29703], [-1.14973, -0.19801, -2.13655]], "forces_ev_per_a": [[0.26, 2.58, -0.31], [-0.13, 0.03, -0.15], [0.15, 0.22, -0.84], [0.20, 0.07, 0.03], [-0.46, 0.56, -1.06], [0.87, -3.16, 0.84], [0.11, 0.03, 1.02], [-0.52, 0.08, 0.09], [-0.88, 0.21, -0.36], [0.14, 0.17, 0.01], [1.45, 0.04, 0.78], [-1.02, -0.97, -2.72], [0.56, 0.00, 0.14], [-0.44, 0.52, 3.12], [-0.29, -0.38, -0.59]], "mulliken_charge": [0.38, 0.36, -0.62, 0.33, 0.34, -1.20, -1.06, -0.25, 0.39, 0.36, 1.03, 0.25, 0.35, -1.01, 0.36]}


(5)
{"formula": "C3H9O2P2", "method": "ωB97M-V/def2-TZVPD", "homo_ha": [-0.169, -0.086], "total_charge": -1, "lumo_ev": [3.5, 3.4], "gap_ev": [8.105, 5.764], "species": ["H", "C", "O", "C", "H", "H", "H", "H", "P", "P", "C", "H", "H", "O", "H", "H"], "xyz": [[0.07393, -0.85081, 0.02482], [-2.02793, -1.62965, 0.09405], [3.08955, -0.75131, 0.81869], [-0.92819, -0.62529, 0.38071], [1.43956, 1.46953, 0.74408], [-1.56700, -2.31398, -0.68900], [1.72838, 1.92402, -1.44635], [-2.30730, 0.96947, 0.55724], [2.42833, 2.01901, -0.17947], [2.72402, -0.13592, -0.50167], [-1.26105, 0.79685, 0.40671], [-0.69940, 1.36597, 1.20247], [-1.07108, 1.36988, -0.53435], [3.61733, -0.36465, -1.74501], [-2.23951, -2.18093, 1.01138], [-2.99966, -1.06219, -0.14430]], "forces_ev_per_a": [[0.01, -0.24, 0.40], [0.57, 0.83, -0.31], [-0.17, 0.04, 0.16], [-0.29, -0.32, -0.91], [0.13, 0.90, -0.76], [-1.41, 0.55, 0.74], [-0.24, 0.42, 0.82], [-0.84, -0.02, 0.46], [-0.46, -0.04, 0.07], [2.21, -1.74, -1.83], [0.61, 1.79, 0.41], [-0.49, -0.50, -0.71], [0.34, -0.56, 0.32], [-1.27, 0.45, 1.47], [-0.06, -0.44, -0.08], [1.36, -1.13, -0.25]], "mulliken_charge": [-0.01, -0.84, -0.60, 0.14, 0.03, 0.29, 0.02, 0.40, -0.20, 0.45, -0.99, 0.27, 0.22, -0.65, 0.22, 0.25]}


(6)
{"formula": "C3H9O2PS", "method": "ωB97M-V/def2-TZVPD", "homo_ha": [-0.314, -0.346], "lumo_ev": [0.5, -1.4], "spin_multiplicity": 3, "gap_ev": [9.017, 8.021], "species": ["H", "C", "O", "H", "O", "H", "P", "H", "C", "S", "C", "H", "H", "H", "H", "H"], "xyz": [[-2.31877, -1.11811, 1.58780], [-2.27251, -0.42827, 0.73961], [-0.13791, -2.12088, -1.56576], [3.67183, -0.05452, -0.26354], [0.15960, 0.52370, 1.55290], [2.77750, 1.25292, 0.62279], [-0.52102, -0.08015, 0.40874], [-2.94616, -0.81634, -0.05063], [-0.44623, 1.00128, -1.15052], [0.29204, -2.09120, -0.16433], [3.01982, 0.27703, 0.48034], [-0.61880, 0.39756, -2.04112], [0.52976, 1.42614, -1.42449], [-2.52522, 0.48450, 1.27755], [-1.20183, 1.79498, -1.02195], [2.53792, -0.44865, 1.01262]], "forces_ev_per_a": [[0.32, -0.39, -0.25], [0.20, -0.40, 0.55], [-0.56, -0.51, -2.21], [1.01, -0.14, -1.08], [0.27, 0.22, 1.02], [-0.52, 2.57, 0.35], [0.07, 0.17, -1.88], [0.51, 0.75, 0.35], [0.08, -0.95, 0.22], [0.19, 1.18, 1.86], [0.84, -0.84, -0.76], [-0.75, -0.15, 0.11], [-0.07, 0.01, 1.03], [-0.75, 0.44, -0.63], [0.30, -0.39, -0.13], [-1.17, -1.56, 1.45]], "mulliken_charge": [0.36, -1.03, -0.41, 0.32, -0.66, 0.39, 0.85, 0.32, -0.99, 0.22, -1.03, 0.36, 0.33, 0.33, 0.32, 0.32]}


(7)
{"formula": "C3H9O2S", "method": "ωB97M-V/def2-TZVPD", "homo_ha": -0.117, "total_charge": -1, "lumo_ev": 3.1, "gap_ev": 6.334, "species": ["H", "H", "O", "O", "C", "H", "H", "S", "H", "H", "H", "H", "C", "C", "H"], "xyz": [[-2.92697, -1.45895, 0.71269], [-0.53629, -1.21771, 0.25035], [1.59241, 0.29162, -0.46307], [4.07713, -0.34348, -0.23220], [-1.01597, -0.35167, -0.20539], [-0.99457, 0.93101, 1.53363], [1.20196, 0.13654, 1.58913], [-2.82975, -0.48624, -0.20447], [4.24916, -1.03318, -0.88820], [3.13875, -0.01123, -0.46915], [1.48971, 1.74431, 0.94462], [-0.73108, 1.77295, -0.05420], [-0.51413, 0.88760, 0.54514], [1.02332, 0.77344, 0.67693], [-0.63742, -0.31819, -1.22196]], "forces_ev_per_a": [[-0.06, 0.09, -0.01], [-0.34, -0.21, -0.03], [-0.10, -0.03, -0.25], [0.34, -0.18, -0.58], [0.65, 0.48, 0.42], [0.01, 0.26, -0.21], [0.02, -0.11, -0.19], [-0.10, -0.30, -0.06], [-0.06, 0.23, 0.26], [-0.36, -0.11, 0.64], [-0.45, 0.27, 0.26], [-0.31, 0.16, 0.12], [0.38, -0.21, -0.17], [0.56, -0.33, -0.12], [-0.17, -0.01, -0.07]], "mulliken_charge": [0.09, 0.35, -0.92, -0.72, -0.59, 0.29, 0.20, -0.28, 0.25, 0.47, 0.30, 0.29, -0.45, -0.54, 0.27]}


(8)
{"formula": "C3H9O2S", "method": "ωB97M-V/def2-TZVPD", "homo_ha": -0.122, "total_charge": -1, "lumo_ev": 3.2, "gap_ev": 6.518, "species": ["H", "H", "O", "C", "H", "H", "S", "H", "H", "H", "O", "C", "H", "H", "C"], "xyz": [[1.04145, -0.67270, 1.38989], [0.44061, 1.67731, -1.70346], [-0.00894, 0.17852, -1.69459], [0.32235, -0.39333, 0.61831], [-1.59503, -1.07330, 0.01776], [-0.04205, 0.60412, 0.87379], [-1.80626, -0.92493, 2.35382], [0.88145, 2.93506, -0.91586], [-0.61459, -2.33366, 0.81201], [1.69716, 0.36903, -0.71147], [0.86033, 2.60969, -1.82628], [-0.87734, -1.27622, 0.80375], [1.43213, -1.31447, -0.99233], [-2.60237, -0.01133, 1.78807], [0.87111, -0.37378, -0.81343]], "forces_ev_per_a": [[0.48, 0.02, -0.04], [0.01, -0.23, -0.64], [-0.26, -0.95, -0.09], [-0.51, -0.07, 0.57], [0.05, -0.22, -0.34], [0.30, 0.26, -0.19], [0.04, -0.20, -0.03], [0.06, 0.07, -0.31], [-0.12, -0.07, -0.01], [0.55, -0.32, 0.13], [-0.15, 0.07, 0.69], [-0.50, -0.13, 0.01], [-0.60, -0.42, -0.57], [-0.03, 0.08, 0.13], [0.69, 2.10, 0.69]], "mulliken_charge": [0.32, 0.43, -0.91, -0.24, 0.32, 0.23, -0.29, 0.25, 0.33, 0.27, -0.74, -0.70, 0.29, 0.11, -0.67]}


Summary of energy relative to the best compared isomer or geometry (same formula, charge and spin) in kJ/mol
225.9; 76.2; 504.5; 484.9; 308.3; 1.5; 44.0; 55.1
(order as listed above)
Summary of energy in eV
-7349.788; -7351.339; -16635.791; -16635.995; -25928.837; -27473.106; -18187.467; -18187.351
(order as listed above)
Summary of max |F| in eV Å⁻¹
4.375; 1.037; 4.495; 3.382; 3.350; 2.642; 0.915; 2.317
(order as listed above)